ORCA calculation (ωB97M-V with the def2-TZVPD basis set) on a 9-piece molecular cluster, C56H87ClF4O10 overall in a non-equilibrium geometry.

Results
Frontier orbital gap = 0.305 hartree
Structure (SMILES) = CC(C)Cc1cc(Cl)c(CCC(F)(F)F)c2c1C(=O)c1ccc(C[C@H](C)F)cc1C2=O.C1CCOC1.C1CCOC1.C1CCOC1.C1CCOC1.C1CCOC1.C1CCOC1.C1CCOC1.C1CCOC1

Positions of all 158 atoms, in Å:
1 C 2.1000 1.5684 -0.3508
2 C 2.9474 0.9649 -1.5489
3 C 3.3045 2.1953 -2.5009
4 C 2.1754 -0.0683 -2.4530
5 C 1.4514 -1.2102 -1.6832
6 C 0.1341 -0.9654 -1.0446
7 C -0.5707 -2.0316 -0.3295
8 Cl -2.1264 -1.5640 0.4261
9 C -0.0153 -3.4007 -0.2470
10 C -0.8430 -4.4933 0.4912
11 C -2.2623 -4.6822 -0.2467
12 C -2.5568 -6.1563 -0.6302
13 F -1.8858 -6.5422 -1.7674
14 F -3.9214 -6.2439 -0.9262
15 F -2.3679 -7.0414 0.4085
16 C 1.2800 -3.6731 -0.8569
17 C 1.9760 -2.5634 -1.5515
18 C 3.3474 -2.9242 -2.1936
19 O 4.3261 -2.2091 -2.1963
20 C 3.4445 -4.3379 -2.8339
21 C 4.1949 -4.4760 -4.0701
22 C 4.2979 -5.8166 -4.6486
23 C 3.6486 -6.9517 -3.9539
24 C 3.8543 -8.3557 -4.6250
25 C 5.3293 -8.9111 -4.4344
26 C 5.2542 -10.4639 -4.7634
27 F 5.7731 -8.6851 -3.1157
28 C 2.8710 -6.7688 -2.7164
29 C 2.7594 -5.4318 -2.1420
30 C 1.9624 -5.0838 -0.8472
31 O 1.9229 -5.8504 0.0860
32 H 2.3148 2.6770 -0.2917
33 H 0.9927 1.4789 -0.4677
34 H 2.5002 1.1374 0.6001
35 H 3.8863 0.5145 -1.1176
36 H 2.3486 2.7456 -2.7397
37 H 3.6605 1.7866 -3.4924
38 H 4.0416 2.8992 -2.0456
39 H 1.3958 0.4174 -3.1109
40 H 2.9325 -0.5127 -3.1601
41 H -0.3319 0.0472 -1.0857
42 H -0.3186 -5.4693 0.6172
43 H -1.1000 -4.1062 1.5200
44 H -3.0701 -4.2922 0.4329
45 H -2.2469 -4.0219 -1.1513
46 H 4.6671 -3.5997 -4.5618
47 H 4.8638 -5.9398 -5.5972
48 H 3.7539 -8.1792 -5.7378
49 H 3.0691 -9.1026 -4.3505
50 H 6.0530 -8.4488 -5.1563
51 H 4.5209 -10.9048 -4.0337
52 H 4.8346 -10.5827 -5.8021
53 H 6.2712 -10.9320 -4.6811
54 H 2.3847 -7.6382 -2.2070
55 C 1.3606 7.0892 -4.5223
56 C 0.4576 5.8754 -4.6238
57 C 1.4572 4.7612 -4.8753
58 O 2.6745 5.1400 -4.2192
59 C 2.5799 6.5147 -3.8240
60 H 0.9148 7.9248 -3.9818
61 H 1.6319 7.4355 -5.5240
62 H -0.0526 5.7117 -3.6698
63 H -0.2988 5.9537 -5.4055
64 H 1.6711 4.6525 -5.9439
65 H 1.1178 3.7978 -4.4889
66 H 2.4633 6.5437 -2.7346
67 H 3.5007 7.0373 -4.0893
68 C -3.8277 -1.1634 4.7838
69 C -4.8387 -0.0761 5.0769
70 C -4.1554 1.1526 4.5084
71 O -3.3477 0.7079 3.4089
72 C -3.2764 -0.7263 3.4427
73 H -4.2535 -2.1658 4.7606
74 H -3.0338 -1.1462 5.5361
75 H -5.7652 -0.2749 4.5295
76 H -5.0828 0.0236 6.1352
77 H -3.4910 1.6159 5.2463
78 H -4.8678 1.9045 4.1607
79 H -3.8880 -1.1109 2.6181
80 H -2.2459 -1.0473 3.2901
81 C -1.8648 -6.0889 5.1608
82 C -0.9110 -5.2500 5.9895
83 C -0.8120 -3.9799 5.1643
84 O -2.0687 -3.8247 4.4900
85 C -2.8203 -5.0389 4.6239
86 H -2.3684 -6.8718 5.7283
87 H -1.3236 -6.5596 4.3347
88 H -1.3603 -5.0297 6.9625
89 H 0.0563 -5.7229 6.1603
90 H -0.0293 -4.0607 4.4024
91 H -0.6128 -3.0969 5.7750
92 H -3.6397 -4.8513 5.3271
93 H -3.2476 -5.3142 3.6575
94 C -2.9180 1.0813 -5.3898
95 C -2.7640 -0.4250 -5.4772
96 C -1.2977 -0.6112 -5.1306
97 O -0.9459 0.4530 -4.2365
98 C -2.0011 1.4232 -4.2291
99 H -3.9454 1.4100 -5.2313
100 H -2.5480 1.5464 -6.3084
101 H -3.3910 -0.9064 -4.7209
102 H -3.0270 -0.8386 -6.4510
103 H -0.6645 -0.5263 -6.0202
104 H -1.0981 -1.5722 -4.6523
105 H -2.5263 1.3413 -3.2710
106 H -1.5776 2.4265 -4.3090
107 C 1.7718 3.4418 4.5703
108 C 2.1130 4.5394 3.5815
109 C 3.1193 3.8473 2.6792
110 O 2.7709 2.4575 2.6591
111 C 1.8054 2.2060 3.6893
112 H 0.8128 3.5826 5.0701
113 H 2.5502 3.3766 5.3363
114 H 1.2219 4.8121 3.0079
115 H 2.5086 5.4430 4.0463
116 H 4.1359 3.9334 3.0774
117 H 3.1104 4.2414 1.6606
118 H 0.8361 2.0359 3.2073
119 H 2.0831 1.3050 4.2394
120 C -7.5793 1.5397 1.4058
121 C -6.6496 0.3508 1.2631
122 C -7.4752 -0.7697 1.8635
123 O -8.8501 -0.4504 1.6166
124 C -8.9371 0.9052 1.1568
125 H -7.3580 2.3569 0.7187
126 H -7.5297 1.9294 2.4273
127 H -6.4636 0.1507 0.2036
128 H -5.6864 0.4838 1.7593
129 H -7.3343 -0.8295 2.9483
130 H -7.2406 -1.7429 1.4277
131 H -9.1745 0.8826 0.0876
132 H -9.7444 1.4196 1.6813
133 C 7.5735 6.2518 -2.5679
134 C 6.1267 6.6676 -2.7568
135 C 5.4109 5.3281 -2.7412
136 O 6.1773 4.4609 -1.8940
137 C 7.4402 5.0765 -1.6154
138 H 8.2119 7.0453 -2.1778
139 H 7.9905 5.9150 -3.5216
140 H 5.8013 7.2759 -1.9070
141 H 5.9477 7.2357 -3.6704
142 H 5.3803 4.8814 -3.7398
143 H 4.3920 5.4012 -2.3633
144 H 7.4287 5.4108 -0.5720
145 H 8.2401 4.3438 -1.7368
146 C -3.9325 6.1132 5.7103
147 C -3.7750 4.6077 5.6159
148 C -2.3078 4.4230 5.9601
149 O -1.9577 5.4837 6.8579
150 C -3.0145 6.4517 6.8715
151 H -4.9606 6.4388 5.8715
152 H -3.5648 6.5832 4.7933
153 H -4.4002 4.1214 6.3712
154 H -4.0383 4.1981 4.6407
155 H -1.6762 4.5133 5.0695
156 H -2.1051 3.4603 6.4337
157 H -3.5381 6.3643 7.8297
158 H -2.5933 7.4558 6.7959

***

ORCA calculation (ωB97M-V with the def2-TZVPD basis set) on an isolated ion of composition C4H10NO3 and charge +1 in a non-equilibrium geometry.

Results
Frontier orbital gap = 0.418 hartree
Structure (SMILES) = C[C@@H](O)[C@H]([NH3+])C(=O)O
ΔE to the lowest compared entry with this formula, charge and spin = 50.3 kJ/mol
Total charge = +1

Positions of all 18 atoms, in Å:
1 O 1.8055 -0.1306 -1.9658
2 C 1.6960 -0.1581 -0.7878
3 O 2.5988 0.3357 0.0884
4 C 0.4658 -0.6350 -0.0264
5 C -0.7256 0.1562 -0.6529
6 C -2.1256 -0.2367 -0.2194
7 O -0.3994 1.5441 -0.5825
8 N 0.5217 -0.2700 1.4140
9 H 3.3627 0.7440 -0.3478
10 H 0.1981 -1.6666 -0.2098
11 H -0.6471 -0.0534 -1.7069
12 H -2.3961 -1.1207 -0.7939
13 H -2.8283 0.5701 -0.4042
14 H -2.2157 -0.4999 0.8430
15 H -0.9917 1.9969 0.0266
16 H 0.9521 -0.9903 1.9664
17 H -0.4185 -0.1126 1.7803
18 H 1.1473 0.5268 1.5788

***

Which highest occupied orbital energy belongs to each record? In order, -8.84; -15.08 eV.